The following is a DFT calculation (the ωB97M-V functional and the def2-TZVPD basis) of a 2-piece molecular cluster, C20H33Br2F2N4OSi overall at a distorted geometry.

```
63
Properties=species:S:1:pos:R:3:forces:R:3
C 5.04636 1.19188 1.14932 -0.162 -0.302 -0.200
C 4.40678 1.87888 -0.05287 -0.309 0.291 0.322
Br 3.93216 3.70087 0.50055 0.007 0.008 -0.069
C 3.11671 1.22202 -0.56171 0.762 0.024 -0.166
Br 2.62910 2.10735 -2.23484 -0.166 0.079 0.002
C 3.23559 -0.27142 -0.87949 -1.270 -0.024 -0.349
C 3.41902 -1.23346 0.30442 0.873 -0.665 -0.788
N 2.58867 -2.41679 -0.08821 -0.737 0.991 0.280
C 1.64237 -1.93904 -0.93804 -0.019 0.311 -0.134
N 0.52713 -2.58087 -1.20126 -0.067 -0.126 -0.283
C -0.54782 -2.07300 -2.09639 0.351 -0.225 0.067
F 0.01057 -1.78190 -3.28684 -0.194 -0.225 0.312
F -1.34927 -3.15609 -2.26968 0.154 0.389 0.114
C -1.26466 -0.88366 -1.46929 -0.094 0.133 -0.261
C -1.14641 0.42256 -2.24525 -0.326 0.283 0.243
Si -2.03219 1.78528 -1.28328 -0.188 0.032 -0.077
C -1.73468 3.42292 -2.13482 0.259 -0.093 0.094
C -1.24741 1.68248 0.42085 -0.571 0.314 -0.212
C -3.84831 1.33768 -1.15722 -0.010 0.021 0.144
C -4.51669 0.70120 -2.20471 -0.127 -0.052 0.018
C -5.85798 0.34994 -2.09997 0.162 0.059 0.072
C -6.55832 0.63100 -0.93370 0.052 -0.044 -0.160
C -5.91707 1.26763 0.11765 0.135 0.007 0.027
C -4.57734 1.61626 0.00550 -0.001 -0.065 -0.159
N 1.90568 -0.70905 -1.46755 0.421 -0.361 1.357
H 5.76162 0.43893 0.81677 0.084 -0.003 0.039
H 5.54222 1.90978 1.79103 0.221 0.015 -0.075
H 4.29202 0.69330 1.75324 -0.066 0.128 0.156
H 5.10318 2.01092 -0.87453 0.094 -0.033 0.000
H 2.31784 1.41317 0.15424 -0.068 -0.158 -0.016
H 3.94264 -0.45608 -1.68493 0.351 0.113 0.184
H 3.07541 -0.84168 1.25230 0.048 0.104 -0.219
H 4.44946 -1.57085 0.33419 0.119 0.074 0.293
H 2.09712 -2.79609 0.71666 0.445 -0.636 -0.025
H 0.32753 -3.45017 -0.72892 0.025 -0.134 -0.115
H -2.31503 -1.14400 -1.32679 -0.010 -0.135 -0.106
H -0.85049 -0.74708 -0.46838 -0.062 -0.037 0.066
H -1.53538 0.34875 -3.25921 0.065 -0.134 -0.076
H -0.11530 0.77396 -2.30265 0.096 -0.103 -0.282
H -0.96273 3.97716 -1.59803 -0.015 0.094 0.012
H -2.62994 4.03741 -2.18978 -0.057 0.032 0.028
H -1.35757 3.27078 -3.14647 -0.080 -0.008 -0.092
H -1.80402 0.96399 1.02392 0.150 -0.149 0.083
H -1.30792 2.63801 0.94038 0.207 0.042 0.060
H -0.21133 1.36798 0.31868 0.130 0.094 0.263
H -3.99105 0.46380 -3.12298 0.025 0.012 -0.042
H -6.34255 -0.14687 -2.92852 -0.081 -0.014 -0.011
H -7.59906 0.35126 -0.85107 -0.046 0.004 0.027
H -6.45171 1.48220 1.03195 -0.062 0.040 0.028
H -4.09350 2.11509 0.83647 0.011 0.011 0.069
H 1.17449 -0.09998 -1.09201 -0.150 0.212 -0.723
C 0.44693 -1.00753 2.33774 -0.479 0.211 0.364
O 1.12673 -0.25246 1.65094 0.101 -0.325 -0.039
N 0.90832 -1.85301 3.26846 0.048 -0.065 -0.242
C 0.01006 -2.69057 4.04972 0.004 -0.005 0.057
C 2.33729 -1.92102 3.54268 -0.056 0.106 0.044
H -0.65283 -1.01632 2.26176 0.030 -0.035 -0.069
H 0.09799 -2.45690 5.11054 -0.010 0.017 0.001
H 0.24568 -3.74559 3.90514 -0.007 0.008 -0.007
H -1.01694 -2.51361 3.73887 -0.007 0.002 0.000
H 2.71481 -0.94628 3.85125 0.010 0.020 0.030
H 2.89267 -2.23075 2.65888 0.045 -0.128 0.126
H 2.51135 -2.64232 4.33530 0.011 0.005 0.015
```
Positions in Å, forces in eV/Å.

- lowest unoccupied orbital energy (eV) = -2.815
- HOMO-LUMO gap (Eh) = 0.31571
- charge = +1
- calculated total energy (a.u.) = -6713.251382
- molar mass (g/mol) = 571.4
- E_HOMO (eV) = -11.41

Atomic partial charges in e from the Mulliken method, atoms 1 to 2: C -1.193; C 0.123